# 1
Computed, not measured: C27H29FIrN3O3S2 as an isolated structure, with the ωB97M-V functional and the def2-TZVPD basis.

Summary:
HOMO level ... -7.246 eV
ΔE to the lowest compared entry with this formula, charge and spin ... 80.9 kJ/mol

XYZ file:
```
66
Properties=species:S:1:pos:R:3:nbo_charge:R:1
Ir -0.5757 -0.1560 -0.2358 0.592
S 1.4872 0.1714 -1.2475 -0.063
C 1.4506 -0.6039 -2.8005 0.104
N 1.4893 -1.9554 -2.8307 -0.475
C 1.4883 -2.6929 -3.9543 0.085
C 1.4848 -2.0733 -5.1732 -0.262
C 1.4754 -0.6762 -5.2049 -0.101
C 1.4563 0.0512 -4.0341 -0.245
H 1.4502 -2.4234 -1.9256 0.475
H 1.4939 -3.7646 -3.8179 0.241
H 1.4914 -2.6605 -6.0787 0.248
H 1.4755 -0.1603 -6.1562 0.241
H 1.4503 1.1314 -4.0400 0.254
F -5.5281 0.1508 2.4749 -0.311
C -4.2019 0.2097 2.2915 0.437
C -3.5989 1.4672 2.2421 -0.298
C -2.2429 1.5396 2.0593 -0.077
C -1.4641 0.3650 1.9106 -0.177
C -0.0185 0.4105 1.6437 -0.431
C -2.1131 -0.8798 1.9887 -0.155
C -3.4926 -0.9581 2.1850 -0.312
H -4.2040 2.3543 2.3740 0.249
H -1.7480 2.5010 2.0620 0.244
H 0.5668 -0.3566 2.1431 0.205
H 0.4333 1.3943 1.7269 0.233
H -1.5267 -1.7875 1.9832 0.241
H -4.0015 -1.9080 2.2708 0.240
C -3.5515 -3.4340 -2.6714 -0.414
N -3.0863 -2.1319 -2.2246 -0.441
C -3.6911 -1.7644 -0.9636 -0.414
C -1.6407 -2.0089 -2.2244 -0.221
C -0.8204 -2.8184 -1.2224 -0.061
C -0.5702 -4.1716 -1.4421 -0.258
C 0.2457 -4.8862 -0.5741 -0.249
C 0.8226 -4.2336 0.5075 -0.204
C 0.5937 -2.8783 0.7167 -0.273
C -0.2341 -2.1381 -0.1328 -0.222
H -4.6312 -3.3939 -2.8146 0.210
H -3.3333 -4.2414 -1.9575 0.173
H -3.0924 -3.6842 -3.6301 0.195
H -4.7768 -1.7974 -1.0594 0.213
H -3.4013 -0.7450 -0.6938 0.195
H -3.3952 -2.4307 -0.1405 0.172
H -1.4212 -0.9177 -2.0994 0.165
H -1.3102 -2.2381 -3.2445 0.205
H -1.0041 -4.6674 -2.3049 0.211
H 0.4354 -5.9380 -0.7441 0.220
H 1.4703 -4.7796 1.1823 0.221
H 1.0893 -2.3871 1.5458 0.215
N -1.1159 1.9577 -0.9098 -0.828
C -0.8228 3.2072 -0.2247 0.081
C -1.8461 4.1009 0.0374 -0.273
C -1.5852 5.2497 0.7754 -0.181
C -0.3021 5.5041 1.2305 -0.297
C 0.7273 4.6186 0.9307 -0.184
C 0.4710 3.4660 0.2059 -0.220
S 0.0627 6.9873 2.1902 2.422
O 0.8134 6.4662 3.3194 -1.012
O 0.8419 7.7843 1.2594 -1.005
O -1.2488 7.5200 2.5120 -1.016
H -2.1132 1.9310 -1.1033 0.391
H -0.6450 1.9661 -1.8113 0.392
H -2.8527 3.8911 -0.3140 0.203
H -2.3669 5.9578 1.0183 0.254
H 1.7241 4.8364 1.2922 0.244
H 1.2652 2.7632 -0.0180 0.206
```

***

# 2
Computed, not measured: C3H5N5 as an isolated structure, with the ωB97M-V functional and the def2-TZVPD basis.

Summary:
HOMO level ... -9.699 eV
ΔE to the lowest compared entry with this formula, charge and spin ... 762.0 kJ/mol

XYZ file:
```
13
Properties=species:S:1:pos:R:3:nbo_charge:R:1
C 0.4143 -0.5976 -0.4469 -0.095
C 0.0240 -0.8173 1.0545 -0.200
C -0.6470 0.4838 -0.6134 0.282
H 2.1589 0.8229 -0.8415 0.437
H 2.0010 -1.1370 -1.6011 0.387
H 0.1065 -1.4877 -0.8453 0.214
H 0.7880 -0.3931 1.7911 0.234
H -0.5966 -1.7459 1.5500 0.231
N 1.6514 -0.3139 -0.6767 -0.843
N -1.2065 0.1314 0.4614 -0.190
N -1.8939 1.1557 1.0723 -0.097
N -1.7867 2.1694 0.0951 -0.050
N -1.0133 1.7295 -0.9995 -0.309
```

***

# 3
Computed, not measured: a 7-piece molecular cluster, C25H38O22S overall, with the ωB97M-V functional and the def2-TZVPD basis.

Summary:
HOMO level ... -10.741 eV
SMILES string ... O=S1(=O)C[C@H](CCCO)CCO1.O=C1OCCO1.O=C1OCCO1.O=C1OCCO1.O=C1OCCO1.O=C1OCCO1.O=C1OCCO1

XYZ file:
```
86
Properties=species:S:1:pos:R:3:lowdin_charge:R:1
O 2.0311 4.9248 0.3146 -0.262
S 2.0220 3.8668 -0.6518 0.616
O 1.5997 2.5521 -0.2770 -0.274
C 3.5931 3.7771 -1.4650 -0.171
C 3.9302 5.0382 -2.2872 -0.317
C 4.3313 6.2329 -1.4054 -0.168
C 5.8411 6.3523 -1.1954 -0.177
C 6.4748 5.1627 -0.4935 -0.265
O 5.9216 4.8848 0.7876 -0.060
C 2.7719 5.3474 -3.2432 -0.128
C 1.4553 5.5269 -2.5155 -0.167
O 1.0881 4.2769 -1.8561 -0.223
H 3.5144 2.9013 -2.1121 0.120
H 4.3183 3.5705 -0.6751 0.103
H 4.7985 4.7622 -2.8950 0.144
H 3.9698 7.1654 -1.8464 0.124
H 3.8220 6.1462 -0.4437 0.093
H 6.3431 6.4670 -2.1616 0.121
H 6.0524 7.2627 -0.6249 0.120
H 6.3528 4.2600 -1.1042 0.107
H 7.5504 5.3276 -0.3910 0.117
H 5.2587 5.5426 1.0015 0.075
H 2.6672 4.5414 -3.9744 0.131
H 2.9733 6.2654 -3.8005 0.132
H 1.5137 6.3075 -1.7532 0.128
H 0.6337 5.7541 -3.1865 0.109
O -0.6787 7.6938 -3.7027 0.154
C -1.4786 7.4480 -2.8572 -0.584
O -2.0741 6.2459 -2.6947 0.055
C -2.7725 6.2443 -1.4425 -0.102
C -2.9965 7.7284 -1.2034 -0.105
O -1.9011 8.3176 -1.9163 0.064
H -3.6853 5.6661 -1.5491 0.133
H -2.1276 5.7930 -0.6871 0.133
H -3.9287 8.0842 -1.6437 0.133
H -2.9382 8.0260 -0.1608 0.133
O 1.5137 -3.5146 -1.4001 0.146
C 1.3415 -2.4971 -0.8029 -0.582
O 2.3119 -1.7353 -0.2751 0.069
C 1.7378 -0.4807 0.1407 -0.104
C 0.2798 -0.8493 0.3377 -0.092
O 0.1262 -1.9463 -0.5804 0.028
H 2.2414 -0.1381 1.0386 0.138
H 1.8725 0.2502 -0.6521 0.107
H 0.0679 -1.2108 1.3449 0.135
H -0.4132 -0.0582 0.0689 0.136
O 4.7859 -1.6597 -6.6337 0.163
C 3.9137 -2.0208 -5.9136 -0.576
O 4.0173 -3.0144 -5.0041 0.063
C 2.8554 -2.9947 -4.1638 -0.119
C 1.8391 -2.2960 -5.0480 -0.112
O 2.6703 -1.4794 -5.8790 0.053
H 2.5902 -4.0085 -3.8837 0.129
H 3.0866 -2.4268 -3.2627 0.121
H 1.2888 -2.9944 -5.6806 0.132
H 1.1430 -1.6601 -4.5080 0.129
O -5.5089 -4.8207 0.8161 0.151
C -4.4030 -4.7835 0.3789 -0.575
O -3.4697 -3.8703 0.7227 0.062
C -2.2071 -4.2701 0.1722 -0.102
C -2.6289 -5.1743 -0.9728 -0.102
O -3.9049 -5.6524 -0.5272 0.061
H -1.6581 -3.3890 -0.1412 0.110
H -1.6515 -4.8136 0.9383 0.137
H -2.7711 -4.6233 -1.9036 0.133
H -1.9697 -6.0208 -1.1385 0.134
O -3.6387 -9.2294 5.1453 0.148
C -4.4610 -8.4958 4.6945 -0.588
O -5.6653 -8.2490 5.2484 0.060
C -6.2316 -7.0939 4.6021 -0.088
C -5.5423 -7.1206 3.2515 -0.097
O -4.2928 -7.7541 3.5757 0.051
H -7.3106 -7.2003 4.5559 0.136
H -5.9489 -6.2176 5.1809 0.102
H -6.0675 -7.7372 2.5208 0.136
H -5.3514 -6.1389 2.8309 0.112
O -5.5493 -4.0220 5.8289 0.156
C -4.4533 -4.2600 6.2240 -0.579
O -4.1724 -5.1539 7.1982 0.059
C -2.7590 -5.3882 7.2160 -0.101
C -2.2223 -4.1181 6.5768 -0.109
O -3.3157 -3.7095 5.7454 0.061
H -2.4396 -5.5408 8.2424 0.133
H -2.5460 -6.2782 6.6218 0.133
H -2.0312 -3.3336 7.3105 0.131
H -1.3448 -4.2696 5.9551 0.131
```

***

# 4
Computed, not measured: C20H46EuO2P4 as an isolated structure, with the ωB97M-V functional and the def2-TZVPD basis.

Summary:
2S+1 ... 7
HOMO level (spin up / spin down) ... -14.245 / -15.118 eV
Charge ... +3
ΔE to the lowest compared entry with this formula, charge and spin ... 438.9 kJ/mol

XYZ file:
```
73
Properties=species:S:1:pos:R:3:mulliken_spin:R:1
Eu -0.7637 0.0860 -1.1765 5.003
P 2.1172 0.8734 0.0346 0.419
P -1.1129 2.9248 -2.1260 0.013
P 2.2090 -0.2576 -2.0259 0.340
H -0.7213 -4.4189 0.3402 0.000
C 0.3616 -4.5415 0.3502 0.000
C 1.0989 -3.8694 1.2521 0.000
H 0.6658 -3.2877 2.0742 0.000
C 0.6324 1.0164 1.0811 0.096
C 2.7829 2.5327 -0.1717 0.019
C 3.3143 -0.1066 0.9929 0.005
C -2.6204 2.9968 -3.1632 0.000
C -1.5558 4.1486 -0.8246 0.002
C -0.0199 3.9912 -3.1462 -0.003
C 2.2295 -2.0519 -1.7395 0.024
C 3.8252 0.2243 -2.6612 0.007
C 1.0682 0.1933 -3.3834 0.066
H 0.8045 -5.1304 -0.4534 0.000
H 2.2123 -3.9396 1.2514 0.000
H 0.1063 0.0517 1.2441 -0.009
H -0.0587 1.7995 0.7242 -0.013
H 0.9575 1.3457 2.0785 0.017
H 2.3484 3.0263 -1.0574 0.000
H 3.8877 2.4858 -0.2611 0.002
H 2.5370 3.1361 0.7271 0.004
H 2.9188 -1.1081 1.2137 -0.001
H 3.5054 0.4202 1.9359 0.005
H 4.2606 -0.1880 0.4539 -0.002
H -2.7308 4.0134 -3.5815 0.000
H -3.5160 2.7538 -2.5656 0.000
H -2.5423 2.2782 -3.9967 0.000
H -2.0331 5.0310 -1.2751 0.000
H -0.6451 4.4632 -0.2951 0.000
H -2.2456 3.6856 -0.1037 0.000
H -0.6212 4.7569 -3.6604 0.000
H 0.5030 3.3793 -3.9014 0.001
H 0.7310 4.4900 -2.5083 0.000
H 2.0311 -2.5710 -2.6921 0.015
H 1.5036 -2.4048 -0.9874 0.005
H 3.2357 -2.3326 -1.3880 -0.001
H 3.9674 -0.2951 -3.6344 0.009
H 4.6327 -0.0804 -1.9675 0.000
H 3.8654 1.3154 -2.8321 0.002
H 1.6981 0.2492 -4.2845 0.012
H 0.6494 1.2099 -3.2625 -0.014
H 0.2726 -0.5400 -3.5954 -0.012
C -2.4526 -1.8756 -3.0153 -0.002
C -3.2931 -0.9306 -3.6331 0.003
C -3.4274 -0.9956 -5.0068 0.000
C -2.8667 -2.0616 -5.7335 0.000
C -2.0980 -2.9940 -5.0785 0.000
C -1.9664 -2.9844 -3.7156 0.001
O -1.8277 -1.6324 -1.8724 -0.007
H -2.6183 -0.8775 -0.7045 -0.005
H -3.7333 -0.1154 -3.0404 0.000
H -3.9780 -0.2127 -5.5165 0.000
H -3.0053 -2.0967 -6.8098 0.000
H -1.5939 -3.7709 -5.6427 0.000
H -1.4123 -3.7462 -3.1543 0.000
C -2.2213 -1.9671 2.1446 0.005
P -3.2074 -0.6164 1.5188 0.002
C -4.9581 -0.9604 1.5351 0.000
C -2.8742 0.8425 2.4681 -0.006
O -2.7743 -0.2151 0.0246 -0.003
H -1.8752 -2.6728 1.3821 -0.002
H -2.8204 -2.5235 2.8778 0.000
H -1.3470 -1.5735 2.6755 0.002
H -5.2964 -1.3892 2.4859 0.000
H -5.5025 -0.0173 1.4018 0.000
H -5.2426 -1.6550 0.7384 0.000
H -1.8145 1.1311 2.3920 0.003
H -3.5029 1.6640 2.0938 0.000
H -3.1098 0.6801 3.5350 0.000
```

***

# 5
Computed, not measured: an isolated molecule of C3H4N2O3, with the ωB97M-V functional and the def2-TZVPD basis.

Summary:
HOMO level ... -9.753 eV
SMILES string ... N#CCOC(=O)NO
ΔE to the lowest compared entry with this formula, charge and spin ... 395.9 kJ/mol

XYZ file:
```
12
Properties=species:S:1:pos:R:3:nbo_charge:R:1
N 3.5034 0.4274 -0.5088 -0.241
C 2.5384 0.4839 0.1902 0.235
C 1.2451 0.2942 0.6781 -0.207
O 0.2160 0.1223 -0.3419 -0.501
C -0.8718 -0.1845 0.3979 0.828
O -0.9841 -0.2762 1.5489 -0.597
N -1.8213 -0.6651 -0.4695 -0.328
O -1.8606 -0.3165 -1.7943 -0.569
H 1.1059 -0.5523 1.2419 0.247
H 0.7184 1.1890 1.2516 0.248
H -2.7830 -0.4424 0.0472 0.386
H -1.0064 -0.0797 -2.2413 0.500
```

***

# 6
Computed, not measured: an isolated molecule of C5H8O, with the ωB97M-V functional and the def2-TZVPD basis.

Summary:
HOMO level ... -10.027 eV
SMILES string ... C#CC[C@@H](C)O
ΔE to the lowest compared entry with this formula, charge and spin ... 194.1 kJ/mol

XYZ file:
```
14
Properties=species:S:1:pos:R:3:nbo_charge:R:1
C -1.5552 -2.1068 -1.4706 -0.240
C -0.9338 -1.4842 -0.6474 -0.019
C -0.0433 -0.8158 0.3034 -0.508
C -0.0554 0.7277 0.2711 0.113
C 1.2657 1.2350 0.8244 -0.619
O -0.1740 1.2379 -1.0395 -0.715
H -2.0614 -2.6934 -2.2051 0.238
H 0.9713 -1.1541 0.0623 0.235
H -0.2587 -1.1592 1.3219 0.237
H -0.8868 1.0892 0.8983 0.157
H 2.0736 0.8877 0.1710 0.212
H 1.2916 2.3271 0.8511 0.223
H 1.4454 0.8472 1.8331 0.209
H -0.9967 0.8948 -1.4153 0.477
```

***

# 7
Computed, not measured: C32H48AsInN5O6 as an isolated structure, with the ωB97M-V functional and the def2-TZVPD basis.

Summary:
HOMO level ... -15.547 eV
Charge ... +3
ΔE to the lowest compared entry with this formula, charge and spin ... 144.4 kJ/mol

XYZ file:
```
93
Properties=species:S:1:pos:R:3:lowdin_charge:R:1
In 0.2315 0.6214 0.3573 0.946
C 0.3607 -0.7752 -5.2312 0.013
N 0.2252 0.1466 -4.0935 -0.097
C 0.2730 1.5807 -4.3918 0.025
C 0.1165 -0.2924 -2.8580 -0.371
O -0.0075 0.4796 -1.8729 -0.084
C 0.0419 -1.7949 -2.6404 -0.093
O 0.0433 -2.0673 -1.2553 -0.176
C -1.0268 -2.7861 -0.7032 -0.078
C -1.7820 -1.9373 0.3125 -0.328
O -1.4295 -0.7465 0.5513 -0.065
N -2.8247 -2.4727 0.9044 -0.095
C -3.6303 -1.7217 1.8696 0.019
C -3.2980 -3.8327 0.6075 0.014
H 0.3473 -0.1893 -6.1443 0.107
H 1.3051 -1.3183 -5.1892 0.108
H -0.4705 -1.4776 -5.2723 0.106
H -0.4104 1.7892 -5.2122 0.111
H -0.0288 2.1452 -3.5170 0.075
H 1.2834 1.8645 -4.6874 0.114
H -0.8379 -2.2008 -3.1467 0.152
H 0.9125 -2.2649 -3.0968 0.124
H -1.7290 -3.1300 -1.4677 0.151
H -0.6299 -3.6739 -0.2044 0.147
H -3.4028 -0.6632 1.8092 0.057
H -4.6814 -1.8838 1.6365 0.112
H -3.4313 -2.0914 2.8759 0.118
H -2.4724 -4.5130 0.4193 0.096
H -3.8367 -4.1991 1.4769 0.110
H -3.9758 -3.8243 -0.2466 0.118
O 0.1076 3.3279 1.9054 -0.099
C -1.1927 3.7572 2.3627 -0.201
C -1.7417 2.8495 3.4470 -0.123
C -1.7528 1.3529 3.0482 -0.128
C -0.4682 0.7086 3.4829 -0.242
C -0.2641 0.5107 4.8448 0.018
C 0.9808 0.1605 5.3310 0.015
C 2.0277 0.0368 4.4258 -0.007
C 1.7522 0.1998 3.0901 -0.152
N 0.5295 0.4734 2.6020 0.022
H 0.7472 3.5251 2.6002 0.112
H -1.8357 3.7308 1.4841 0.096
H -1.1367 4.7921 2.7025 0.139
H -2.7536 3.1710 3.6984 0.130
H -1.1407 2.9793 4.3504 0.124
H -1.8933 1.2480 1.9739 0.059
H -2.5999 0.8620 3.5246 0.124
H -1.0901 0.6841 5.5224 0.142
H 1.1442 0.0304 6.3927 0.136
H 3.0364 -0.1810 4.7476 0.132
H 2.5414 0.1251 2.3636 0.030
C 2.6941 -2.3768 1.1693 -0.221
As 2.6845 -0.8289 -0.0032 1.196
C 4.3125 0.1102 0.4995 -0.230
C 3.1564 -1.6642 -1.7258 -0.279
C 4.5186 -2.2904 -1.6946 -0.325
C 5.6338 -1.5724 -2.1237 -0.064
C 6.8825 -2.1729 -2.1600 -0.048
C 7.0298 -3.4941 -1.7574 -0.045
C 5.9249 -4.2153 -1.3244 -0.048
C 4.6754 -3.6154 -1.2908 -0.059
H 3.6895 -2.8172 1.1294 0.051
H 1.9610 -3.1052 0.8264 0.041
H 2.4674 -2.0961 2.1929 0.023
H 5.1651 -0.4824 0.1726 0.041
H 4.3615 0.2189 1.5807 0.034
H 4.3469 1.0949 0.0381 0.049
H 3.0985 -0.8820 -2.4837 0.089
H 2.3846 -2.4089 -1.8844 0.055
H 5.5252 -0.5425 -2.4476 0.120
H 7.7399 -1.6153 -2.5125 0.119
H 8.0039 -3.9632 -1.7878 0.120
H 6.0360 -5.2490 -1.0251 0.118
H 3.8138 -4.1929 -0.9725 0.114
O -4.7227 1.6061 1.7359 -0.053
C -5.2119 2.7828 1.0967 -0.215
N -5.5969 2.5749 -0.2704 0.118
C -4.7653 2.5758 -1.3498 -0.442
O -5.1344 2.3875 -2.4846 0.128
C -3.3006 2.8719 -1.1090 -0.088
C -2.7491 4.0238 -1.6594 0.066
C -1.3889 4.2540 -1.5139 0.012
C -0.6223 3.3110 -0.8631 -0.122
N -1.1496 2.1827 -0.3608 -0.033
C -2.4673 1.9707 -0.4732 -0.052
H -5.4795 1.0451 1.9421 0.101
H -4.4010 3.5059 1.1467 0.123
H -6.0654 3.1859 1.6391 0.145
H -6.5648 2.3859 -0.4932 0.166
H -3.3809 4.7263 -2.1889 0.150
H -0.9223 5.1457 -1.9085 0.134
H 0.4422 3.4550 -0.7408 0.128
H -2.8577 1.0551 -0.0504 0.118
```

***

# 8
Computed, not measured: an isolated ion of composition C5H15N2 and charge +1, with the ωB97M-V functional and the def2-TZVPD basis.

Summary:
HOMO level ... -13.174 eV
Charge ... +1
SMILES string ... CNCC[C@@H](C)[NH3+]
ΔE to the lowest compared entry with this formula, charge and spin ... 174.2 kJ/mol

XYZ file:
```
22
Properties=species:S:1:pos:R:3:nbo_charge:R:1
C 2.2624 1.2100 0.4467 -0.443
N 1.5862 0.4758 -0.8496 -0.666
C 0.2538 1.1191 -1.1076 -0.236
C -0.8585 0.7135 -0.0753 -0.468
C -0.6856 -0.7132 0.4027 -0.056
C -1.5979 -1.1243 1.5083 -0.646
N -0.7698 -1.6472 -0.8057 -0.685
H 1.8811 2.2584 0.5800 0.198
H 2.1064 0.6599 1.4260 0.203
H 3.3296 1.1777 0.1883 0.224
H 2.1934 0.5858 -1.5822 0.371
H 0.0635 0.8215 -2.1914 0.196
H 0.3371 2.2296 -0.9781 0.204
H -0.7053 1.4403 0.6970 0.253
H -1.9791 0.9658 -0.3257 0.246
H 0.3793 -0.9254 0.6751 0.246
H -1.4272 -0.4031 2.3789 0.265
H -1.4189 -2.1476 1.8844 0.235
H -2.7452 -1.1191 1.1969 0.229
H 0.0689 -1.6085 -1.4146 0.451
H -1.5204 -1.3547 -1.4635 0.440
H -0.7538 -2.6143 -0.5906 0.438
```